## one
Formula: C5H13N2O
Source: OMol25
Level of theory: ωB97M-V with the def2-TZVPD basis set

ORCA input file:
```
! wB97M-V def2-TZVPD RIJCOSX def2/J DEFGRID3
* xyz 1 1
H -1.259 -0.621 -0.498
C 2.276 -2.338 0.460
H -3.515 -0.316 0.552
H -1.463 0.581 1.644
H -0.018 0.907 0.778
H 1.769 -2.129 1.386
H 2.861 -1.623 -1.303
O 1.430 0.499 0.689
H -1.412 0.958 -1.287
H 3.276 1.192 -0.073
H 2.702 -3.308 0.285
C 2.232 1.077 -0.343
H -3.656 1.284 -0.197
N 2.370 -1.405 -0.436
C -3.216 0.293 -0.298
C 1.644 -0.245 -0.525
N -1.116 1.029 0.790
H -3.627 -0.163 -1.194
H 1.793 1.933 -0.840
C -1.702 0.375 -0.409
H -1.369 2.020 0.821
*
```

Values from the calculation:
* HOMO energy (alpha / beta): -11.305 / -11.303 eV
* lowest unoccupied orbital energy (alpha / beta): -3.1 / -3.1 eV
* orbital gap (alpha / beta): 8.17 / 8.17 eV

=====

## two
Formula: C5H13N2O
Source: OMol25
Level of theory: ωB97M-V with the def2-TZVPD basis set

ORCA input file:
```
! wB97M-V def2-TZVPD RIJCOSX def2/J DEFGRID3
* xyz 1 1
H 1.078 1.146 0.665
H 1.470 -0.659 -3.769
C 0.579 -0.625 -2.031
C -0.508 -0.963 -0.918
H 0.860 -1.336 0.720
H -0.693 -1.241 1.274
H -0.721 2.601 0.522
N 0.817 -1.167 -3.222
O 1.135 0.411 -1.631
H 0.670 -2.107 -3.514
H 0.400 1.443 3.177
H -1.495 -0.635 -1.266
H 0.862 -0.092 3.031
N -0.871 1.603 0.449
C -0.041 -0.701 0.521
H -0.474 -2.133 -1.017
H -0.776 0.181 3.057
C 0.126 0.690 1.061
H -0.741 1.401 -0.510
C 0.132 0.595 2.603
H -1.810 1.586 0.797
*
```

Values from the calculation:
* HOMO energy: -13.184 eV
* lowest unoccupied orbital energy: -3.2 eV
* orbital gap: 9.95 eV
* SMILES: C[C@H]([NH3+])CCC(N)=O

=====

Going by the computed energies, the most stable comes first: two, one.

=====

## one
Formula: C5H13N2O
Source: OMol25
Level of theory: ωB97M-V with the def2-TZVPD basis set

ORCA input file:
```
! wB97M-V def2-TZVPD RIJCOSX def2/J DEFGRID3
* xyz 1 1
H -1.206 3.177 1.258
H -0.261 -0.678 0.924
C 0.116 -0.396 -0.073
H 1.460 -1.599 -1.537
H -1.793 -0.900 -0.760
C 1.014 -1.541 -0.558
H 1.884 0.508 0.308
H -1.189 1.696 2.212
H -0.775 -0.528 -1.977
C -0.960 2.101 1.216
O -0.865 -2.917 -0.189
H 1.077 -3.693 -0.223
H 0.971 2.759 0.931
C 0.895 0.929 -0.046
H 1.256 1.424 -0.966
H 1.906 -1.373 0.101
H -1.824 1.598 0.725
H -1.445 0.691 -1.059
N -1.042 -0.264 -1.026
N 0.446 1.882 0.927
C 0.336 -2.875 -0.189
*
```

Values from the calculation:
* HOMO energy: -12.351 eV
* lowest unoccupied orbital energy: -3.3 eV
* orbital gap: 9.03 eV
* SMILES: CNC[C@@H]([NH3+])CC=O

=====

## two
Formula: C5H13N2O
Source: OMol25
Level of theory: ωB97M-V with the def2-TZVPD basis set

ORCA input file:
```
! wB97M-V def2-TZVPD RIJCOSX def2/J DEFGRID3
* xyz 1 1
H -1.059 -1.764 0.913
N -1.502 0.818 -0.183
H 1.008 -1.036 -0.006
H 0.154 0.847 2.764
H 0.732 0.289 -2.517
C 1.452 -0.804 -0.971
C -1.022 0.402 1.089
O 2.101 1.408 -1.434
C -1.447 -0.950 1.539
C -0.233 1.200 1.816
H -2.535 -1.059 1.513
H 0.000 -1.268 -2.413
H -1.494 1.816 -0.336
H -2.418 0.434 -0.356
N 0.346 -0.456 -1.922
H 3.280 0.246 -0.284
H -1.123 -1.130 2.561
H -0.169 2.277 1.733
H -0.435 0.038 -1.363
C 2.358 0.386 -0.865
H 2.006 -1.692 -1.278
*
```

Values from the calculation:
* HOMO energy: -12.654 eV
* lowest unoccupied orbital energy: -3.1 eV
* orbital gap: 9.55 eV

=====

## three
Formula: C5H13N2O
Source: OMol25
Level of theory: ωB97M-V with the def2-TZVPD basis set

ORCA input file:
```
! wB97M-V def2-TZVPD RIJCOSX def2/J DEFGRID3
* xyz 1 1
C 1.979 0.469 1.614
H 1.713 -0.910 -0.527
O 2.510 -0.524 1.174
C 0.899 1.150 0.776
H -1.836 -1.991 -0.179
C -1.198 0.811 -0.650
N -2.391 0.019 -0.340
H -3.365 -1.666 -0.955
H -3.165 0.521 -0.776
H 0.192 1.585 1.501
H -1.230 1.809 -0.204
C 0.032 0.153 0.039
C -2.327 -1.345 -0.905
H 2.206 0.950 2.574
H -1.083 1.041 -1.722
H 1.353 0.261 -1.616
H -0.212 -0.678 0.687
H 1.333 2.006 0.258
N 0.949 -0.477 -1.058
H -1.856 -1.463 -1.882
H 0.387 -1.099 -1.648
*
```

Values from the calculation:
* HOMO energy: -13.282 eV
* lowest unoccupied orbital energy: -3.3 eV
* orbital gap: 10.00 eV
* SMILES: CNC[C@@H]([NH3+])CC=O

=====

Going by the computed energies, the most stable comes first: two, three, one.

=====

## one
Formula: C5H13N2O
Source: OMol25
Level of theory: ωB97M-V with the def2-TZVPD basis set

ORCA input file:
```
! wB97M-V def2-TZVPD RIJCOSX def2/J DEFGRID3
* xyz 1 1
N -1.049 -0.599 -0.513
N 1.989 0.565 1.212
H 1.690 0.070 -0.817
H 2.690 -0.158 1.146
H 1.301 0.312 1.958
H -3.013 -0.989 0.075
H -1.762 -2.015 0.821
H -2.135 -2.359 -0.809
H -0.229 0.343 -2.270
C 0.824 2.033 -0.419
H 0.452 2.652 0.400
H -1.750 -0.452 -2.529
C -2.095 -1.536 -0.100
C -0.089 -0.220 0.360
H -0.281 -1.384 -2.300
H 1.746 2.526 -0.730
C 1.154 0.589 -0.022
H 0.110 2.117 -1.224
H 2.372 1.482 1.442
O -0.168 -0.526 1.555
C -0.831 -0.498 -1.951
*
```

Values from the calculation:
* HOMO energy: -13.574 eV
* lowest unoccupied orbital energy: -3.3 eV
* orbital gap: 10.31 eV
* SMILES: C[C@@H]([NH3+])C(=O)N(C)C

=====

## two
Formula: C5H13N2O
Source: OMol25
Level of theory: ωB97M-V with the def2-TZVPD basis set

ORCA input file:
```
! wB97M-V def2-TZVPD RIJCOSX def2/J DEFGRID3
* xyz 1 1
H 0.386 0.726 -0.769
C 2.230 -1.787 -0.443
H 0.697 -3.229 0.592
C -0.909 2.353 -1.024
O 3.089 -1.065 -0.079
H 0.395 0.513 1.656
H -0.409 2.722 -1.928
H -1.326 3.267 -0.408
H -2.156 -0.554 0.184
H 0.822 2.172 0.212
H 0.922 -1.696 1.386
N -0.043 -1.264 -0.318
H -1.408 1.425 1.406
C 0.935 -2.029 0.447
H 2.171 -2.177 -1.480
H -0.457 -1.832 -0.963
C -1.102 -0.618 0.528
N 0.041 1.536 -0.180
H -1.404 -1.150 1.500
H -1.886 1.882 -1.312
C -0.590 0.804 0.994
*
```

Values from the calculation:
* HOMO energy: -13.073 eV
* lowest unoccupied orbital energy: -3.1 eV
* orbital gap: 9.96 eV
* SMILES: C[NH2+]CCNCC=O

=====

## three
Formula: C5H13N2O
Source: OMol25
Level of theory: ωB97M-V with the def2-TZVPD basis set

ORCA input file:
```
! wB97M-V def2-TZVPD RIJCOSX def2/J DEFGRID3
* xyz 1 1
H -1.723 -0.596 -1.323
H 0.352 -0.730 -1.404
O -2.042 0.450 0.405
C 0.366 0.908 0.304
C 0.568 -0.564 -0.278
H 1.704 2.586 0.477
H -1.356 1.383 -1.103
H 1.589 -1.602 1.336
N -0.630 -1.415 0.231
H -1.217 2.491 0.382
H 1.167 2.079 -0.985
C -1.856 -0.716 -0.298
C -1.195 1.439 -0.078
H 2.083 -1.949 -0.501
H -0.477 -1.295 1.268
H -2.840 -1.387 -0.178
N 1.416 1.807 -0.063
H 0.272 0.889 1.330
C 1.805 -1.158 0.289
H 2.456 -0.321 0.382
H -0.441 -2.299 -0.192
*
```

Values from the calculation:
* HOMO energy: -13.130 eV
* lowest unoccupied orbital energy: -3.1 eV
* orbital gap: 10.03 eV
* SMILES: C[C@H]1[NH2+]COC[C@@H]1N

=====

Going by the computed energies, the most stable comes first: one, three, two.

=====

## one
Formula: C4H9N3S
Source: OMol25
Level of theory: ωB97M-V with the def2-TZVPD basis set

ORCA input file:
```
! wB97M-V def2-TZVPD RIJCOSX def2/J DEFGRID3
* xyz 0 1
S 1.473 3.329 -0.402
H 2.359 1.494 -1.695
H 1.833 2.583 0.667
C 0.233 -0.621 0.804
H 0.607 -1.042 1.720
N -1.216 -2.633 2.161
H -1.882 -3.317 2.520
H -2.625 -2.405 0.611
C -1.657 -2.132 1.085
H 0.287 0.060 -1.771
H 0.950 2.327 -2.476
C 0.394 0.830 -1.017
H -0.615 1.270 -0.838
C 1.333 1.919 -1.542
N 0.903 0.288 0.221
N -0.972 -1.147 0.390
H -1.407 -0.803 -0.437
*
```

Values from the calculation:
* HOMO energy: -8.813 eV
* lowest unoccupied orbital energy: 0.6 eV
* orbital gap: 9.42 eV
* SMILES: [H]/N=C/N/C=N\CCS

=====

## two
Formula: C4H9N3S
Source: OMol25
Level of theory: ωB97M-V with the def2-TZVPD basis set

ORCA input file:
```
! wB97M-V def2-TZVPD RIJCOSX def2/J DEFGRID3
* xyz 0 1
C -0.309 1.577 0.823
H 0.298 1.092 1.544
C 3.029 -0.951 -0.029
H -1.293 1.794 1.263
H 3.507 -1.432 0.831
H 3.548 -0.948 -0.995
H -0.997 1.277 -1.198
N -2.295 -0.796 -1.041
S 1.130 0.305 -1.200
H 0.227 2.526 0.571
H -0.199 -1.167 1.286
C -1.279 -0.556 -0.139
H -2.795 -0.004 -1.412
N -1.055 -1.396 0.788
N 1.871 -0.445 0.136
H -2.919 -1.584 -0.806
C -0.470 0.706 -0.423
*
```

Values from the calculation:
* HOMO energy: -8.739 eV
* lowest unoccupied orbital energy: 0.8 eV
* orbital gap: 9.53 eV
* SMILES: [H]/N=C(/N)[C@@H](C)SN=C

=====

Going by the computed energies, the most stable comes first: one, two.